# 1
22
Properties=species:S:1:pos:R:3:forces:R:3 method="wB97M-V/def2-TZVPD" charge=+1 homo_ev=-13.6 e_above_lowest_kj_mol=76.8 total_energy_ev=-8401.880 e_lumo_ev=-3.333
C -0.477 2.151 -1.478 0.047 0.537 0.841
C 0.629 1.862 -0.444 0.671 -0.263 -1.876
C 0.951 0.319 -0.438 -0.116 2.771 1.423
C -0.165 -0.423 0.305 1.873 -1.166 -1.392
N -0.177 -0.018 1.746 -0.934 -0.374 -0.514
C 0.115 -1.911 0.166 -0.821 -1.521 -0.313
N -1.073 -2.747 0.452 0.950 1.409 0.791
H -1.480 2.016 -1.064 -0.019 -0.025 -0.267
H -0.316 1.495 -2.327 -0.210 -0.029 -0.180
H -0.373 3.185 -1.823 -0.295 -0.201 0.034
H 1.494 2.394 -0.866 0.134 -0.391 0.330
H 0.511 2.366 0.521 -0.326 -0.321 0.160
H 1.079 0.011 -1.469 -0.294 -0.298 -0.028
H 1.940 0.264 0.034 -0.214 -0.725 0.199
H -1.138 -0.200 -0.125 -0.090 0.104 0.145
H -0.196 1.001 1.754 0.297 0.098 0.525
H -1.049 -0.375 2.153 0.154 0.022 0.173
H 0.612 -0.440 2.237 0.081 0.410 0.089
H 0.458 -2.109 -0.853 -0.147 0.362 -0.054
H 0.965 -2.305 0.749 -0.151 0.671 0.251
H -1.486 -3.113 -0.382 -0.146 -0.498 -0.047
H -0.825 -3.425 1.151 -0.443 -0.571 -0.290

# 2
22
Properties=species:S:1:pos:R:3:forces:R:3 method="wB97M-V/def2-TZVPD" multiplicity=2 charge=+2 homo_ev="-15.5 / -15.5" e_above_lowest_kj_mol=540.4 total_energy_ev=-8384.709 s2=0.7545 e_lumo_ev="-11.728 / -13.025"
C 1.467 -0.719 1.010 0.681 0.102 -0.500
C 0.113 -1.330 0.422 -1.176 1.577 0.890
C -0.187 -0.372 -0.683 -2.794 -1.687 3.485
C -1.091 0.804 -0.299 0.964 -0.121 -1.253
C -2.420 0.619 0.536 1.603 1.664 -0.936
N -3.255 -0.389 0.038 0.072 0.452 -1.316
N 3.641 1.029 -1.149 -1.273 -0.178 1.056
H 1.360 0.343 1.209 0.186 0.184 -0.361
H 2.245 -0.960 0.292 0.113 0.402 -0.090
H -0.662 -1.154 1.226 0.789 0.255 -0.575
H 0.089 -2.408 0.355 0.774 -0.235 -1.166
H 2.747 0.478 -1.008 2.070 0.742 -0.910
H -0.214 -0.593 -1.735 1.350 -0.032 -0.588
H -1.372 1.237 -1.291 0.015 0.036 0.892
H -0.548 1.600 0.240 0.206 -0.208 -0.230
H -2.358 0.687 1.643 -0.026 -0.361 -0.284
H -2.774 1.649 0.237 -1.039 -0.753 0.703
H -4.265 -0.204 -0.055 0.034 -0.546 0.442
H -2.817 -1.008 -0.672 -0.916 -0.067 0.664
H 4.218 0.955 -0.318 -0.159 -0.008 -0.018
H 4.238 0.853 -1.945 -0.610 -0.472 -0.221
H 1.849 -1.117 1.945 -0.863 -0.747 0.317

# 3
23
Properties=species:S:1:pos:R:3:forces:R:3 method="wB97M-V/def2-TZVPD" multiplicity=2 charge=0 homo_ev="-3.4 / -9.0" e_above_lowest_kj_mol=314.2 total_energy_ev=-10450.760 s2=0.7506 e_lumo_ev="0.753 / 0.703"
N -1.682 -2.052 -0.345 -0.460 -0.176 -0.277
C -1.940 -1.193 0.846 1.648 2.054 1.379
C -1.376 0.238 0.619 0.405 -0.519 -1.431
N 0.012 0.058 0.178 1.837 0.385 -0.599
C 1.007 0.171 1.303 -1.012 -0.015 -1.204
C 0.451 0.976 -0.938 -1.607 0.903 0.999
C 1.886 0.975 -1.496 0.265 -0.659 2.252
O 2.598 1.924 -0.686 -0.199 1.227 0.829
H -1.649 -3.026 0.069 0.714 -0.332 -0.595
H -0.816 -1.723 -0.892 -0.249 -0.545 1.076
H -2.384 -2.159 -1.103 -0.632 0.489 0.265
H -1.229 -1.585 1.591 -0.655 -0.311 0.016
H -2.926 -1.105 1.293 -0.205 -0.753 -0.599
H -1.999 0.668 -0.164 0.245 0.343 -0.281
H -1.385 0.951 1.451 -0.488 -0.550 0.335
H 1.721 0.942 0.990 0.673 -1.058 0.056
H 0.561 0.709 2.122 -0.520 -0.359 0.882
H 1.336 -0.858 1.555 0.376 0.983 0.170
H 0.375 1.971 -0.465 -0.246 0.279 -0.722
H -0.325 0.866 -1.706 0.419 0.142 -0.120
H 2.281 -0.030 -1.266 0.185 0.220 -1.105
H 1.943 1.409 -2.484 -0.241 -0.873 -0.588
H 3.537 1.873 -0.473 -0.254 -0.876 -0.738

# 4
23
Properties=species:S:1:pos:R:3:forces:R:3 method="wB97M-V/def2-TZVPD" charge=+1 homo_ev=-11.5 e_above_lowest_kj_mol=99.0 total_energy_ev=-10449.535 e_lumo_ev=-2.882
C -1.890 -0.229 2.083 -0.385 0.281 0.872
C -0.964 -0.330 0.878 0.481 0.003 2.842
C 0.095 0.823 0.880 -1.493 -0.415 -0.431
C 0.806 0.830 -0.431 0.053 1.096 -0.195
C 0.605 1.766 -1.381 0.371 -0.193 0.128
N 1.413 1.939 -2.471 -0.378 -0.251 0.276
N -0.178 -1.634 0.999 -0.102 0.708 -0.599
H -1.404 -0.203 3.072 0.487 0.199 -0.506
H -2.625 -1.014 2.239 -0.110 -0.328 -0.668
H -2.459 0.698 2.021 -0.015 0.031 -0.091
H -1.552 -0.399 -0.031 0.321 0.122 -0.251
H 0.807 0.820 1.710 -0.109 -0.771 0.145
H -0.514 1.692 1.156 0.241 0.301 -0.798
H 1.604 0.109 -0.549 0.271 0.183 0.043
H -0.207 2.477 -1.287 0.056 0.094 0.034
H 2.168 1.295 -2.582 0.351 0.028 -0.249
H 1.173 2.530 -3.243 -0.104 0.014 -0.003
H 0.397 -1.580 0.137 0.088 -1.176 -0.026
H -0.791 -2.444 1.067 0.099 -0.099 -0.522
H 0.424 -1.665 1.821 0.011 0.359 0.005
H 0.903 -1.064 -2.187 -0.154 0.447 -0.348
H 1.169 -2.577 -2.255 -0.033 0.117 0.162
O 1.021 -1.840 -1.646 0.053 -0.752 0.180

# 5
23
Properties=species:S:1:pos:R:3:forces:R:3 method="wB97M-V/def2-TZVPD" charge=+1 homo_ev=-12.4 e_above_lowest_kj_mol=667.5 total_energy_ev=-10443.642 e_lumo_ev=-7.315
C 2.517 0.648 0.165 0.756 0.955 -0.323
O 3.362 -0.507 0.186 -0.469 0.639 0.277
C 1.071 0.192 0.039 -0.567 -0.585 0.759
C 0.073 1.302 -0.356 -0.689 -1.365 -1.592
C -1.387 0.844 -0.137 -2.439 -1.896 2.169
C -2.022 -0.460 -0.924 6.273 -0.226 -0.819
N -1.350 -1.688 -0.635 -0.958 -0.141 0.089
N 0.650 -0.369 1.356 -0.708 0.588 -0.755
H 2.949 1.450 -0.508 -0.864 -1.120 -0.154
H 2.501 1.193 1.116 0.323 -0.275 0.277
H 4.023 -0.366 0.871 0.101 -0.140 -0.125
H 0.885 -0.613 -0.677 0.784 0.057 -0.112
H 0.078 1.457 -1.459 0.858 0.407 0.660
H 0.235 2.251 0.173 -0.271 -0.234 -0.133
H -1.494 0.404 0.885 0.342 0.750 -0.441
H -2.091 1.665 -0.180 -0.145 0.164 -0.415
H -2.150 -0.452 -1.993 -0.574 0.874 -0.527
H -3.749 -0.783 0.146 0.831 0.357 -0.870
H -3.044 -0.765 -0.363 -3.166 -0.124 1.669
H -0.887 -2.251 -1.348 -0.649 0.705 -0.682
H -1.854 -2.371 -0.078 0.653 0.485 0.919
H 1.120 -1.195 1.724 0.240 0.731 -0.304
H 0.564 0.413 1.998 0.336 -0.606 0.433

# 6
23
Properties=species:S:1:pos:R:3:forces:R:3 method="wB97M-V/def2-TZVPD" charge=+1 homo_ev=-12.7 e_above_lowest_kj_mol=1441.7 total_energy_ev=-10435.618 e_lumo_ev=-7.838
C 1.653 0.545 -1.714 1.931 3.117 -1.257
C 1.771 0.491 -0.329 2.131 1.348 0.479
C 1.666 -0.650 0.516 0.220 -3.272 -2.943
C 0.529 -1.567 0.604 0.656 0.845 -0.342
C -0.678 -0.599 0.869 -2.260 -4.899 -1.530
N -1.734 -1.354 1.353 0.978 3.327 1.602
N -0.103 3.290 -0.787 -0.966 -1.489 3.422
H 2.636 1.124 -2.546 -3.092 -1.715 3.256
H 0.730 0.546 -2.277 -0.156 -1.741 -0.212
H 0.453 2.425 -1.152 0.644 2.783 1.529
H 2.473 1.169 0.184 0.591 -0.298 -1.112
H 2.704 -1.019 0.710 -0.871 0.741 1.391
H 0.322 0.828 1.226 -1.662 -0.617 0.787
H 0.361 -2.252 -0.294 -0.123 1.481 0.419
H -0.429 0.179 1.752 1.396 1.744 -0.277
H -1.728 -1.349 2.381 -0.030 -1.243 -0.340
H -3.911 -1.904 -0.658 0.230 0.052 0.254
H -0.036 3.752 0.357 1.276 -1.992 -4.398
H -0.795 2.585 -0.461 -1.133 0.973 -0.493
H 0.520 -2.360 1.339 0.698 0.162 0.826
H -0.991 -0.173 -0.076 0.333 0.941 -0.300
H -2.436 -1.776 -0.101 -1.118 -0.155 0.231
O -2.978 -1.932 -0.893 0.327 -0.096 -0.993

# 7
23
Properties=species:S:1:pos:R:3:forces:R:3 method="wB97M-V/def2-TZVPD" charge=+1 homo_ev=-12.5 e_above_lowest_kj_mol=291.3 total_energy_ev=-10447.541 e_lumo_ev=-3.537
C 2.898 1.555 -1.407 -0.250 1.129 -2.633
C 1.997 0.403 -1.042 0.794 -1.398 -1.088
C 0.550 0.852 -0.854 1.091 -4.158 -1.488
C -0.332 -0.351 -0.535 -0.821 1.488 2.034
C -0.516 -1.646 -0.833 1.519 0.918 -0.843
N -1.232 -2.556 -0.132 -0.187 -0.473 -0.403
N -1.094 0.198 0.696 -0.421 0.301 -0.191
H 2.276 2.496 -1.647 1.241 -0.991 1.120
H 3.299 1.360 -2.426 0.040 0.075 0.595
H 3.781 1.642 -0.775 -0.411 0.621 0.197
H 2.062 -0.403 -1.842 -0.399 1.044 0.643
H 2.499 -0.134 -0.220 -0.999 0.274 0.416
H 0.140 1.260 -1.727 -0.062 1.033 -1.567
H 0.527 1.578 -0.120 -0.264 1.429 1.778
H 0.009 -2.124 -1.710 -0.460 0.988 1.017
H -0.900 -3.475 -0.405 -0.979 -0.142 0.969
H -1.724 -2.352 0.736 0.540 -0.751 -0.576
H -1.463 1.227 0.424 0.488 -3.219 1.130
H -1.849 -0.474 1.044 0.967 1.946 -0.392
H -0.386 0.333 1.480 -1.384 -0.238 -1.120
H -1.060 1.278 3.374 -2.523 -0.307 -0.638
H -2.496 0.738 3.846 1.279 1.051 -2.261
O -2.001 1.085 3.005 1.200 -0.620 3.302

# 8
23
Properties=species:S:1:pos:R:3:forces:R:3 method="wB97M-V/def2-TZVPD" charge=+1 homo_ev=-11.8 e_above_lowest_kj_mol=226.2 total_energy_ev=-10448.217 e_lumo_ev=-3.143
C -0.911 -0.642 -1.403 2.355 0.649 -2.904
C 0.480 0.052 -1.272 -0.372 1.521 1.264
C 0.909 0.432 0.146 1.185 -1.356 -1.739
C 0.155 1.128 0.975 0.111 0.471 2.286
C 3.293 -0.166 -0.443 0.857 -1.207 -0.181
N 2.204 -0.020 0.484 -1.977 1.183 0.769
N -1.541 -1.141 -0.184 -1.702 -1.981 -0.160
H -0.604 -1.357 -2.175 -0.634 -1.427 1.127
H -1.528 -0.104 -2.123 -0.872 0.712 1.292
H 1.272 -0.544 -1.725 -0.333 0.053 -0.089
H 0.424 1.048 -1.753 0.080 -0.754 -0.256
H 0.574 1.442 1.940 0.023 -0.191 -0.350
H -0.882 1.376 0.944 -0.425 0.076 -0.914
H 4.187 -0.292 0.183 -0.147 -0.046 -0.341
H 3.505 0.652 -1.133 -0.331 0.218 0.043
H 3.183 -1.116 -1.026 0.158 0.801 0.400
H 2.408 0.427 1.370 0.711 -0.311 -0.113
H -2.466 -0.750 0.024 0.159 1.196 0.341
H -1.872 -2.112 -0.316 0.794 0.032 -0.016
H -0.984 -1.122 0.681 0.266 0.488 -0.302
H -4.305 0.627 1.896 -0.184 -0.161 -0.011
H -2.980 1.278 1.585 0.189 0.367 0.093
O -3.471 0.471 1.443 0.089 -0.331 -0.238

# 9
23
Properties=species:S:1:pos:R:3:forces:R:3 method="wB97M-V/def2-TZVPD" multiplicity=2 charge=0 homo_ev="-3.6 / -7.5" e_above_lowest_kj_mol=255.5 total_energy_ev=-19239.509 s2=0.7537 e_lumo_ev="0.374 / 0.321"
N 0.659 0.886 -0.896 0.485 0.023 0.279
C -0.339 0.193 0.003 0.178 0.325 0.412
C -1.635 0.864 -0.279 -1.242 -2.818 -1.200
S -1.425 2.828 0.153 -0.052 1.349 0.882
C -0.158 -1.293 -0.155 0.296 -0.169 0.012
N 1.250 -1.676 0.027 -0.386 0.147 0.136
C 1.633 -1.662 1.443 0.024 0.124 -0.430
C 1.477 -2.995 -0.513 0.757 -0.203 -0.085
H 0.803 1.815 -0.484 -0.509 0.400 -0.201
H 1.557 0.404 -0.928 -0.063 -0.439 -0.046
H 0.240 0.963 -1.820 0.111 0.187 -0.081
H -0.058 0.493 1.017 0.178 0.044 0.046
H -1.975 0.605 -1.321 0.372 0.395 0.210
H -2.418 0.376 0.321 0.187 0.621 0.209
H -1.706 3.361 1.419 0.242 0.277 -0.269
H -0.466 -1.588 -1.151 -0.060 -0.117 -0.326
H -0.815 -1.816 0.545 -0.180 0.005 0.130
H 2.671 -1.365 1.543 0.233 -0.161 0.111
H 1.469 -2.638 1.896 0.050 -0.222 0.188
H 1.036 -0.950 1.983 -0.187 0.345 0.266
H 0.951 -3.780 0.048 -0.086 -0.017 -0.106
H 2.543 -3.222 -0.501 0.094 -0.061 0.286
H 1.220 -3.030 -1.557 -0.444 -0.038 -0.422

# 10
23
Properties=species:S:1:pos:R:3:forces:R:3 method="wB97M-V/def2-TZVPD" multiplicity=2 charge=+2 homo_ev="-16.8 / -16.8" e_above_lowest_kj_mol=79.9 total_energy_ev=-19224.437 s2=0.7533 e_lumo_ev="-7.551 / -12.642"
N -0.731 0.673 1.111 0.398 1.527 2.021
C 0.320 -0.196 0.500 0.030 -0.355 -0.227
C 1.374 0.562 -0.323 -0.304 -0.409 0.337
C 2.594 1.111 0.446 -0.899 1.441 -0.511
S 2.359 2.912 0.783 0.287 -0.519 -0.039
C -0.523 -1.250 -0.261 0.369 -0.066 0.127
N -1.704 -0.630 -0.817 0.041 0.098 0.211
C -2.714 -1.594 -1.250 -0.170 -0.674 -0.218
H -0.540 1.680 1.138 0.027 -0.141 -0.689
H -1.613 0.489 0.572 -0.303 -0.328 -0.663
H -0.915 0.535 2.113 0.018 -0.782 -0.208
H 0.818 -0.798 1.259 0.121 0.494 0.317
H 0.959 1.245 -1.070 -0.071 0.391 0.387
H 1.770 -0.192 -0.965 0.521 -0.754 -0.422
H 2.841 0.670 1.408 0.113 -0.364 -0.069
H 3.451 1.119 -0.241 0.260 -0.088 0.273
H 3.360 3.082 1.681 0.044 0.044 -0.018
H 0.110 -1.816 -0.952 -0.036 0.136 -0.117
H -0.815 -1.954 0.520 -0.347 -0.160 -0.202
H -1.442 -0.046 -1.601 -0.089 0.008 -0.282
H -2.349 -2.201 -2.084 -0.168 0.142 -0.080
H -3.642 -1.103 -1.506 -0.026 0.262 -0.248
H -2.966 -2.296 -0.459 0.185 0.096 0.322